1.
Below is a molecular structure, C31H41BiN2O8 at a distorted geometry, with properties calculated with ωB97M-V/def2-TZVPD.

Values from the calculation:
* HOMO level (alpha / beta): 1.14 / 1.65 eV
* frontier orbital gap (alpha / beta): 2.857 / 2.354 eV
* net charge: -2

Geometry as XYZ:
```
83
C31H41BiN2O8, DFT ωB97M-V/def2-TZVPD
C 0.49 -0.75 -5.10
C 0.36 -1.42 -3.74
C 0.01 0.70 -4.95
C -0.68 0.87 -3.55
H -0.68 0.90 -5.78
H 0.86 1.37 -5.09
C -0.77 -0.72 -3.04
H 1.29 -1.29 -3.17
H 0.19 -2.50 -3.84
C -1.08 -1.43 -1.67
H -1.67 -1.02 -3.61
H -1.73 1.15 -3.76
C -0.07 1.97 -2.80
C 1.90 -0.91 -5.63
C -0.33 -1.47 -6.18
O -0.92 -0.89 -7.08
O 2.91 -0.80 -4.94
O 1.93 -1.19 -6.94
O -0.30 -2.81 -6.12
C -0.87 -3.38 -7.31
H -0.78 -4.46 -7.20
H -0.29 -3.03 -8.18
H -1.91 -3.07 -7.42
C 3.25 -1.33 -7.46
H 3.84 -0.43 -7.26
H 3.11 -1.48 -8.53
H 3.75 -2.20 -7.01
O -0.37 -1.32 -0.46
H -1.00 -2.50 -1.92
H -2.15 -1.26 -1.46
C -0.94 2.86 -2.00
C 1.38 1.92 -2.56
H 1.93 2.67 -3.14
H 1.85 0.95 -2.80
H 1.61 2.12 -1.50
H -0.47 3.11 -1.04
H -1.92 2.41 -1.77
H -1.14 3.82 -2.51
Bi -0.50 -0.16 1.25
C -2.43 -0.98 2.58
C -3.41 -1.14 1.55
C -3.10 -2.31 0.82
H -4.29 -0.50 1.42
C -1.92 -2.88 1.33
C -1.46 -2.08 2.43
H -0.69 -2.35 3.16
H -2.48 -0.31 3.44
H -3.70 -2.73 0.02
H -1.43 -3.80 1.00
C 2.91 0.04 1.59
C 2.91 -0.93 2.63
C 2.33 -2.13 2.12
H 3.35 -0.81 3.61
C 1.98 -1.91 0.76
C 2.33 -0.56 0.43
H 2.21 -0.09 -0.55
H 3.31 1.05 1.65
H 2.22 -3.06 2.66
H 1.55 -2.65 0.10
C -2.90 1.88 5.86
C -1.64 2.73 5.97
C -0.32 1.94 5.72
C 0.92 2.84 5.91
C 0.85 4.15 5.14
C -0.21 0.78 6.73
O -0.55 0.87 7.90
N 0.34 -0.38 6.23
C 0.46 -0.77 4.88
O 0.82 -1.92 4.65
N 0.13 0.16 3.92
C -0.33 1.39 4.25
O -0.78 2.13 3.34
H -3.05 1.56 4.82
H -3.77 2.47 6.16
H -2.86 1.00 6.51
H -1.69 3.54 5.23
H -1.58 3.18 6.98
H 1.07 3.04 6.99
H 1.79 2.26 5.58
H 0.25 4.89 5.68
H 1.86 4.56 5.02
H 0.41 3.97 4.16
H 0.50 -1.12 6.90
```

From a Mulliken analysis of the wavefunction, the atomic charges in e read: C 3.724; C -1.824; C -1.880; C 0.633; H 0.271; H 0.321; C 0.873; H 0.237; H 0.637; C -1.442; H 0.183; H 0.425; C 0.302; C -0.597; C -0.331; O -0.693; O -0.635; O -0.254; O -0.274; C -0.820; H 0.253; H 0.293; H 0.299; C -0.787; H 0.285; H 0.244; H 0.319; O -0.325; H 0.166; H 0.268; C -1.296; C -1.454; H 0.147; H 0.126; H 0.445; H 0.257; H 0.321; H 0.190; Bi 1.330; C -0.479; C -0.760; C -0.431; H 0.374; C -0.549; C -0.520; H 0.476; H 0.562; H 0.470; H 0.376; C -0.805; C -0.452; C -0.414; H 0.492; C -0.924; C -0.257; H 0.383; H 0.367; H 0.426; H 0.449; C -1.295; C -1.017; C 2.313; C -0.930; C -1.313; C -0.291; O -0.705; N 0.040; C -0.447; O -0.692; N 0.813; C -0.505; O -0.701; H 0.245; H 0.471; H 0.276; H 0.388; H 0.421; H 0.455; H 0.421; H 0.294; H 0.393; H 0.333; H 0.311



2.
Below is a molecular structure, C31H41Cl2GeMgO5Si, with properties calculated with ωB97M-V/def2-TZVPD.

Values from the calculation:
* 2S+1: 2
* HOMO level (alpha / beta): -6.48 / -7.78 eV
* frontier orbital gap (alpha / beta): 6.942 / 7.651 eV
* net charge: 0

Geometry as XYZ:
```
82
C31H41Cl2GeMgO5Si, DFT ωB97M-V/def2-TZVPD
Mg 0.28 0.52 0.22
C -1.37 1.94 -2.28
C -2.00 2.36 -0.96
C -3.51 2.13 -0.97
C -1.70 3.83 -0.69
O -1.43 1.52 0.06
Ge -1.07 2.16 1.85
O -0.73 0.30 2.08
C -0.54 -0.31 3.37
C 0.81 0.11 3.95
C -0.57 -1.81 3.15
C -1.67 0.11 4.30
O 0.76 2.18 1.25
C 1.81 3.15 1.34
C 1.40 4.26 2.30
C 3.05 2.43 1.85
C 2.09 3.71 -0.05
H -1.76 2.55 -3.10
H -1.60 0.90 -2.50
H -0.29 2.07 -2.25
H -3.99 2.79 -1.70
H -3.92 2.35 0.02
H -3.74 1.10 -1.23
H -2.08 4.45 -1.51
H -0.63 4.00 -0.61
H -2.18 4.18 0.23
H 1.62 -0.16 3.27
H 0.98 -0.38 4.91
H 0.85 1.19 4.10
H 0.18 -2.11 2.42
H -1.55 -2.12 2.78
H -0.37 -2.34 4.08
H -1.65 1.18 4.52
H -1.59 -0.43 5.25
H -2.64 -0.13 3.84
H 1.21 3.87 3.29
H 0.50 4.77 1.94
H 2.20 5.01 2.37
H 2.88 2.03 2.86
H 3.91 3.10 1.88
H 3.30 1.60 1.19
H 1.28 4.36 -0.38
H 2.21 2.90 -0.77
H 3.01 4.30 -0.04
Cl 5.55 -4.08 -0.45
C 4.39 -2.79 -0.63
C 4.82 -1.56 -1.12
C 3.89 -0.54 -1.26
Cl 4.43 1.01 -1.84
C 2.54 -0.67 -0.92
O 1.71 0.33 -0.99
C 2.12 -1.97 -0.44
C 0.81 -2.29 -0.08
O -0.29 -1.47 -0.29
C 3.08 -3.00 -0.29
H 5.85 -1.40 -1.39
H 0.57 -3.28 0.29
H 2.77 -3.97 0.08
C -3.72 -1.40 -4.57
C -4.52 -1.40 -3.43
C -3.93 -1.56 -2.18
C -2.55 -1.72 -2.05
C -1.77 -1.72 -3.20
C -2.35 -1.55 -4.45
Si -1.89 -2.07 -0.36
C -1.88 -3.90 -0.06
C -1.32 -4.78 -0.99
C -1.35 -6.15 -0.79
C -1.94 -6.67 0.37
C -2.49 -5.81 1.30
C -2.46 -4.44 1.09
H -4.17 -1.27 -5.54
H -5.59 -1.27 -3.51
H -4.56 -1.54 -1.30
H -0.69 -1.82 -3.13
H -1.72 -1.54 -5.34
H -2.70 -1.39 0.66
H -0.88 -4.40 -1.90
H -0.92 -6.82 -1.52
H -1.96 -7.74 0.53
H -2.95 -6.21 2.19
H -2.90 -3.78 1.83
```

From a Mulliken analysis of the wavefunction, the atomic charges in e read: Mg 3.770; C -1.470; C 1.591; C -1.516; C -1.828; O -0.474; Ge -0.778; O -0.345; C 1.351; C -1.444; C -1.308; C -1.863; O -0.133; C 1.494; C -2.002; C -1.393; C -1.623; H 0.563; H 0.055; H 0.272; H 0.453; H 0.312; H 0.078; H 0.523; H 0.228; H 0.443; H 0.194; H 0.564; H 0.239; H 0.107; H 0.244; H 0.544; H 0.426; H 0.437; H 0.331; H 0.341; H 0.393; H 0.444; H 0.262; H 0.490; H 0.126; H 0.337; H 0.213; H 0.521; Cl -0.250; C 0.255; C -0.632; C 0.754; Cl -0.233; C -0.237; O -0.392; C 0.670; C -1.059; O 0.030; C -1.760; H 0.461; H 0.723; H 0.510; C -0.544; C -0.616; C -0.812; C 0.859; C -0.116; C -0.670; Si -0.104; C 0.593; C 0.057; C -0.786; C -0.456; C -0.735; C -0.266; H 0.396; H 0.410; H 0.368; H 0.426; H 0.429; H -0.261; H 0.348; H 0.417; H 0.395; H 0.418; H 0.241